# 1
{"formula": "C6H33NO12", "method": "ωB97M-V with the def2-TZVPD basis set", "elements": ["O", "C", "N", "C", "C", "C", "C", "C", "H", "H", "H", "H", "H", "H", "H", "H", "H", "H", "H", "H", "H", "O", "H", "H", "O", "H", "H", "O", "H", "H", "O", "H", "H", "O", "H", "H", "O", "H", "H", "O", "H", "H", "O", "H", "H", "O", "H", "H", "O", "H", "H", "O"], "xyz": [[0.930426, 3.613511, -0.446005], [1.943036, 2.969152, -0.725522], [1.983665, 1.622620, -0.781749], [3.305701, 0.960266, -1.117705], [3.854584, 0.143364, 0.055906], [4.192644, 1.065167, 1.131371], [3.315253, 1.461746, 2.146034], [2.934053, 0.049896, -2.326475], [2.836058, 3.499484, -1.072455], [1.255503, 0.976966, -0.461873], [3.745104, 1.868502, -1.529790], [3.095762, -0.567499, 0.381145], [4.758255, -0.310975, -0.357484], [5.225490, 1.402593, 1.140853], [2.278754, 1.162419, 2.287701], [3.697498, 2.113330, 2.925587], [3.694991, -0.313114, -3.011711], [2.341878, -0.783992, -1.946417], [2.234763, 0.671945, -2.883503], [1.530342, -3.655748, -0.261928], [0.248175, -3.296528, 0.608271], [0.681635, -3.181878, -0.250612], [-4.156634, 2.311851, 2.510440], [-3.447652, 1.987159, 1.189712], [-4.257491, 1.812690, 1.672220], [0.352504, 2.313466, 1.015008], [-0.565725, 3.097457, 2.043008], [-0.160741, 2.230619, 1.841459], [-3.290932, -3.600880, -1.752476], [-2.754674, -4.088936, -3.187937], [-2.559740, -3.592152, -2.370700], [0.257452, -1.404776, 0.413734], [-0.609005, -0.602368, 1.366276], [0.308327, -0.667948, 1.050903], [-0.892236, 1.378094, 0.483998], [-1.410044, 1.170864, -1.093919], [-1.336437, 0.829586, -0.202746], [-4.698946, -1.472660, 1.795141], [-3.723483, -0.693793, 0.857712], [-3.814456, -1.471275, 1.416153], [-2.473312, -2.473942, 2.416930], [-1.136724, -2.051217, 3.253438], [-1.513504, -2.565041, 2.522928], [-1.327448, 3.602868, 0.062337], [-1.465919, 4.912829, 0.772688], [-1.943777, 4.099527, 0.633415], [-0.472564, -5.717676, -1.705759], [-0.620325, -4.272637, -1.976683], [0.062885, -4.959790, -1.917129], [-3.464030, -0.276141, -1.827219], [-4.570197, -0.995084, -2.725739], [-4.398744, -0.311938, -2.060849]], "forces_ev_per_angstrom": [[0.839, -0.612, 0.155], [-2.231, 0.524, -0.280], [1.959, -1.114, 0.731], [-3.540, 1.213, -2.152], [0.806, 0.331, 0.513], [0.385, -0.832, -0.493], [-0.055, 0.512, 0.868], [-0.503, 0.124, 0.481], [0.309, -0.150, 0.124], [-0.374, 0.513, -0.034], [1.677, -0.589, 0.506], [-0.150, -0.130, -0.269], [-0.090, -0.293, 0.311], [-0.149, 0.440, 0.163], [-0.044, -0.260, -0.546], [0.058, 0.010, -0.038], [0.407, 0.101, 0.398], [0.101, -0.200, -0.086], [0.144, -0.124, -0.311], [-0.796, -0.043, 0.180], [0.296, -0.442, -0.026], [0.404, 1.001, 0.443], [-0.114, -0.448, -0.831], [0.208, 0.201, -0.161], [-0.057, 0.230, 0.915], [-0.204, 0.929, 0.682], [0.175, -0.466, -0.558], [0.509, -0.274, 0.243], [-0.356, -0.288, -0.188], [-0.323, 0.302, 0.869], [0.677, 0.045, -0.668], [0.243, 0.180, 0.145], [0.380, -0.036, -0.089], [0.419, -0.199, 0.161], [-0.768, -0.081, -0.917], [0.223, 0.752, 0.206], [-0.523, -0.448, 0.152], [-0.007, 0.358, -0.236], [-0.292, 0.184, 0.144], [0.091, -0.568, 0.141], [0.267, 0.646, 0.282], [-0.857, -0.218, -0.257], [0.869, -0.368, -0.187], [-0.463, 0.329, 0.117], [0.043, 0.692, 0.025], [0.409, -0.763, -0.243], [-0.100, -0.724, 0.055], [0.302, 0.090, 0.089], [-0.277, 0.014, -0.580], [-0.165, -0.466, -0.390], [0.578, 0.241, 0.323], [-0.340, 0.172, 0.117]], "mulliken_spin": [0.010, -0.009, 0.011, 0.037, 0.065, 0.347, 0.344, 0.024, -0.003, 0.005, -0.019, 0.019, 0.016, 0.008, 0.129, 0.002, 0.000, -0.003, 0.006, 0.000, 0.000, 0.000, 0.000, 0.000, 0.000, 0.003, 0.000, 0.002, 0.000, 0.000, 0.000, -0.001, 0.000, 0.005, 0.000, 0.000, 0.000, 0.000, 0.000, 0.000, 0.000, 0.000, 0.000, 0.000, 0.000, 0.000, 0.000, 0.000, 0.000, 0.000, 0.000, 0.000], "e_lumo_ev": [-5.0, -8.9], "spin_multiplicity": 2, "charge": 1}

***

# 2
{"formula": "C6H33O11", "method": "ωB97M-V with the def2-TZVPD basis set", "elements": ["C", "O", "C", "C", "C", "C", "C", "H", "H", "H", "H", "H", "H", "H", "H", "H", "H", "H", "H", "H", "H", "H", "O", "H", "H", "O", "H", "H", "O", "H", "H", "O", "H", "H", "O", "H", "H", "O", "H", "H", "O", "H", "H", "O", "H", "H", "O", "H", "H", "O"], "xyz": [[1.848771, 1.139934, -0.273156], [1.648247, 0.520477, 0.943126], [0.657468, 0.588101, -1.347667], [-0.490577, -0.117793, -0.739065], [-1.245047, -0.585183, -2.024345], [-2.552112, -1.354682, -1.620583], [-1.676221, 0.589524, -2.919472], [2.878814, 0.949730, -0.559932], [1.554643, 2.107559, -0.008613], [0.260859, 1.436040, -1.863933], [1.240173, -0.161809, -2.036756], [-1.266352, 0.541477, -0.132075], [-0.187348, -1.001789, -0.183148], [-0.538494, -1.248365, -2.526941], [-3.400953, -0.833700, -1.879769], [-2.633971, -1.732606, -0.552969], [-2.654466, -2.341498, -1.921953], [-1.014093, 1.066849, -3.631426], [-2.107058, 1.338900, -2.270700], [-2.527292, 0.256890, -3.554435], [1.048905, -3.735585, 1.929999], [0.034870, -3.255668, 0.997686], [0.431984, -4.053133, 1.332052], [-2.597176, 0.315618, 1.021079], [-1.817921, 0.042607, 2.303212], [-2.397984, -0.478128, 1.517998], [-1.301201, 3.967249, -0.159446], [-1.670348, 2.342455, -0.027243], [-1.643472, 3.165313, -0.617010], [2.044892, -2.901289, 0.433223], [1.349963, -3.763047, -0.533093], [2.218691, -3.542894, -0.408834], [1.819879, -0.501145, 1.083613], [2.372420, -1.701247, 2.476669], [1.676940, -1.858809, 1.882901], [3.104660, -1.802333, -1.240261], [3.740011, -0.588347, -0.441306], [3.740483, -1.056642, -1.258862], [0.654952, -1.138234, 2.400646], [1.137425, -0.913550, 3.898595], [0.353369, -0.796494, 3.429004], [0.953268, 3.527110, -2.485375], [0.266782, 3.479472, -1.203491], [1.048136, 3.798363, -1.592928], [0.993233, 1.185670, 2.221478], [0.167797, 0.936168, 3.420003], [0.253371, 1.726084, 2.782867], [-2.378239, 2.721945, 2.220135], [-1.228530, 1.746379, 2.068370], [-2.172151, 1.974059, 1.652133]], "forces_ev_per_angstrom": [[-2.742, -2.071, -1.144], [0.549, -2.474, 2.116], [4.710, -0.120, 1.040], [-2.065, 0.664, -0.709], [-0.996, -0.754, 1.053], [2.184, -0.675, 2.536], [-1.419, -0.739, -0.514], [-0.269, 0.838, -0.851], [0.448, 1.928, -0.460], [0.317, 0.384, -0.649], [-1.235, 1.538, 0.875], [2.232, -1.416, -1.185], [-0.234, 0.151, 0.396], [-0.236, -0.094, -0.248], [-1.994, 1.191, -0.397], [0.398, 1.758, -0.422], [0.099, -1.859, -2.240], [0.689, -0.123, 0.279], [-0.020, 0.520, 0.130], [0.415, 0.029, 0.280], [1.892, 1.190, 1.842], [-0.455, 0.462, 0.144], [-2.787, -2.217, -1.454], [-0.546, -0.067, -0.075], [-2.413, -2.826, -2.978], [2.319, 1.093, 3.655], [-0.583, -1.387, 0.131], [0.090, 2.335, -0.216], [0.529, -0.159, -0.221], [1.098, -1.614, -2.007], [-3.296, -1.481, -0.760], [3.153, 3.565, 2.268], [-0.337, 1.285, -0.456], [1.509, 0.213, 1.179], [-0.214, -0.753, -3.135], [0.372, 0.308, 0.575], [-0.267, -0.072, 0.962], [0.131, -0.830, -1.508], [0.262, -0.124, 2.614], [1.822, -0.450, 1.237], [-2.989, 0.830, -1.541], [0.058, -0.309, -1.356], [-1.917, -0.799, 0.972], [1.831, 1.395, 0.114], [-1.855, 1.811, 0.238], [-0.239, 0.965, -0.718], [1.371, -2.224, 0.091], [-0.404, 0.265, -0.232], [-0.845, 0.512, -0.770], [1.879, 0.407, 1.517]], "lowdin_charge": [-0.181, -0.184, -0.140, -0.193, -0.374, -0.065, -0.088, 0.087, 0.073, 0.046, 0.141, 0.114, 0.106, 0.121, 0.036, 0.089, 0.035, 0.069, 0.064, 0.078, -0.020, 0.022, -0.049, -0.030, 0.121, -0.153, 0.062, 0.027, -0.114, 0.066, -0.049, -0.109, 0.070, -0.004, -0.296, 0.020, -0.008, -0.065, 0.037, -0.017, -0.174, 0.024, -0.048, -0.028, 0.070, 0.031, -0.181, 0.065, 0.054, -0.158], "e_lumo_ev": 2.8, "charge": -1}

***

Calculated maximum force, 4.3; 5.3 eV/Å (same order as the records).
Calculated calculated total energy, -32807.55083; -29278.48067 eV (same order as the records).
Calculated relative energy (zero: lowest compared OMol25 entry of this formula, charge and spin), 96.95; 98.89 kcal/mol (same order as the records).